{
  "formula": "C2Cl2N2O2",
  "method": "ωB97M-V/def2-TZVPD",
  "elements": ["C", "C", "N", "N", "O", "O", "Cl", "Cl"],
  "xyz": [[0.4143, -0.7583, 1.2610], [0.8523, -0.1226, 0.0763], [0.0279, -1.0625, 2.2637], [-1.1752, 0.4256, -0.8127], [-2.0050, -0.4135, -0.6921], [-1.1691, 1.4819, -1.3269], [1.4536, 1.4387, 0.4364], [1.6013, -0.9894, -1.2057]],
  "forces_ev_per_a": [[1.4, 1.0, -3.9], [-0.7, 0.8, -0.7], [-1.6, -1.6, 4.1], [1.0, -1.0, 0.8], [0.0, -0.1, 0.0], [0.1, 0.7, -0.3], [0.2, 0.1, -0.4], [-0.2, 0.1, 0.4]],
  "spin_multiplicity": 1,
  "e_above_lowest_ev": 2.165,
  "energy_ev": -34188.4285,
  "homo_energy_ev": [-10.4, -9.7],
  "homo_lumo_gap_ev": [8.428, 7.873]
}